# 1
The following is a quantum chemistry calculation of 17 unconnected molecules or ions with the total composition C33H78O39 at a distorted geometry, from the OMol25 dataset.

Computed properties:
**HOMO**: -10.68 eV
**DFT total energy**: -115337.69354 eV
**Max |F|**: 5.58 eV/A

Geometry as XYZ:
```
150
Properties=species:S:1:pos:R:3:forces:R:3:mulliken_charge:R:1
O 0.023 -4.150 2.791 -0.623 -0.890 -0.373 -0.717
H 0.445 -3.349 3.063 0.584 0.901 0.207 0.325
H -0.587 -3.905 2.080 0.150 -0.020 -0.006 0.382
O 1.776 -3.592 -1.439 1.181 0.544 -0.432 -0.238
H 1.479 -3.957 -2.276 -0.275 -0.206 -0.116 0.125
H 1.086 -3.731 -0.811 -1.115 -0.192 0.587 0.150
O -1.554 -2.167 4.508 0.442 1.556 0.065 -0.608
H -0.608 -2.005 4.365 -0.121 0.243 0.035 0.121
H -1.566 -3.103 4.494 -0.256 -1.688 -0.068 0.382
O -3.366 -2.634 -2.143 -0.325 1.023 -1.212 -0.465
H -3.561 -1.960 -2.856 0.438 -0.916 1.062 0.252
H -4.173 -2.688 -1.622 -0.245 -0.050 0.211 0.345
O -1.247 2.628 -2.344 0.526 -0.306 -0.192 -0.575
H -0.806 2.305 -3.142 -0.181 0.274 -0.164 0.259
H -0.691 2.190 -1.683 -0.218 0.068 0.444 0.190
O -1.529 -3.585 -0.317 0.194 0.368 0.566 -0.535
H -2.076 -3.860 -1.042 -0.444 -0.747 -0.723 0.306
H -1.745 -2.641 -0.358 0.417 -0.145 0.433 -0.002
C 4.104 -1.186 -3.063 -0.652 -0.160 1.856 -0.637
O 4.733 -2.422 -2.674 0.928 1.361 0.196 -0.420
C 4.377 -3.484 -3.343 -0.036 -2.003 4.240 0.845
O 3.843 -3.527 -4.369 -1.517 0.099 -4.135 -0.525
O 4.499 -4.632 -2.596 0.608 0.697 -0.138 -0.375
C 4.790 -4.542 -1.175 -0.353 1.675 -0.946 -0.561
H 3.063 -1.304 -2.717 0.176 0.366 -0.071 0.039
H 4.069 -0.938 -4.095 0.595 -0.226 -0.916 0.702
H 4.611 -0.415 -2.467 -0.194 -0.225 -0.398 0.208
H 3.872 -4.303 -0.645 -0.087 -0.222 0.007 0.098
H 5.514 -3.755 -0.965 0.077 -0.129 -0.103 0.338
H 5.195 -5.474 -0.928 0.433 -1.393 0.514 0.338
C 1.981 0.081 -5.785 0.069 -1.084 1.128 -0.534
O 2.926 0.918 -5.158 -0.417 1.151 1.982 -0.421
C 2.454 1.456 -3.997 0.649 0.025 0.120 0.617
O 1.300 1.474 -3.607 1.179 -0.051 -0.653 -0.406
O 3.522 1.929 -3.323 -0.459 0.022 -1.057 -0.409
C 3.223 2.735 -2.184 1.073 -1.776 1.797 -0.361
H 1.496 -0.555 -5.026 0.221 0.009 -0.347 0.002
H 2.600 -0.507 -6.429 -0.176 -0.447 -0.776 0.341
H 1.219 0.651 -6.241 -0.721 0.575 -0.919 0.480
H 4.156 3.267 -1.863 -1.038 -0.274 -0.686 0.233
H 2.975 2.014 -1.352 0.117 0.851 -0.660 -0.050
H 2.362 3.316 -2.388 -0.594 0.988 -0.018 0.433
C 1.757 0.357 5.205 0.629 0.696 0.646 -0.218
O 2.915 -0.531 5.261 -0.780 0.745 0.487 -0.376
C 2.664 -1.669 4.670 -1.408 0.615 -0.846 0.560
O 1.593 -1.944 4.141 0.578 -0.347 0.273 -0.361
O 3.743 -2.389 4.665 0.515 -1.074 -0.889 -0.369
C 3.633 -3.545 3.821 -0.943 -1.206 -0.437 -0.432
H 1.779 0.833 4.210 -0.308 -0.201 0.570 -0.131
H 1.961 1.109 6.007 -0.387 -0.604 -0.756 0.232
H 0.838 -0.226 5.391 0.483 0.582 -0.075 0.348
H 3.075 -4.340 4.349 0.316 0.366 -0.125 0.289
H 4.636 -3.872 3.632 0.478 -0.098 -0.008 0.271
H 3.090 -3.421 2.840 0.580 0.521 1.149 0.028
C -0.531 -2.766 -5.727 -0.699 -0.413 -0.148 -0.543
O -0.119 -3.468 -4.575 1.193 -1.530 0.759 -0.005
C 0.535 -4.677 -4.887 -1.520 3.562 4.019 0.493
O 0.703 -5.082 -5.946 0.561 -1.736 -4.726 -0.497
O 0.909 -5.229 -3.757 -0.314 -0.179 0.766 -0.195
C 1.496 -6.536 -3.871 0.583 0.002 0.066 -0.893
H -1.314 -3.409 -6.189 0.204 1.044 -0.098 0.342
H 0.316 -2.711 -6.382 0.289 0.250 -0.711 0.428
H -0.851 -1.742 -5.435 -0.044 -0.903 -0.057 -0.178
H 0.955 -7.185 -4.599 0.315 0.546 0.817 0.340
H 1.523 -6.877 -2.832 -0.304 -0.360 -0.401 0.238
H 2.539 -6.399 -4.171 -0.155 -0.139 -0.243 0.320
C -4.186 1.630 -2.005 1.574 -0.390 -0.613 0.222
O -4.048 1.861 -3.462 -0.897 0.063 0.401 -0.334
C -3.820 0.788 -4.183 -1.234 0.013 -0.875 0.835
O -3.416 -0.280 -3.827 0.881 -1.112 1.218 -0.603
O -4.211 0.962 -5.446 0.444 0.147 -0.757 -0.404
C -3.889 -0.145 -6.327 -1.170 0.173 -0.908 -0.342
H -5.215 1.865 -1.638 0.802 -0.408 -0.655 0.291
H -3.434 2.352 -1.627 -0.615 -0.707 0.305 -0.260
H -3.817 0.555 -1.896 -0.809 1.517 0.622 -0.057
H -2.977 -0.643 -6.071 0.398 -0.163 0.406 -0.016
H -3.793 0.255 -7.340 0.026 0.318 0.302 0.287
H -4.720 -0.881 -6.401 0.480 0.490 0.566 0.266
C -5.920 2.297 1.914 -0.989 -0.413 0.313 -0.550
O -5.341 3.525 1.511 1.244 0.532 -0.062 -0.451
C -3.985 3.574 1.470 -0.588 -1.440 0.048 0.607
O -3.266 2.652 1.823 -0.423 1.221 -0.401 -0.285
O -3.616 4.717 0.907 -1.733 -0.470 0.997 -0.489
C -2.292 4.800 0.485 0.662 1.209 -1.492 -0.300
H -6.888 2.242 1.413 0.283 -0.138 -0.392 0.247
H -6.207 2.282 2.960 0.445 0.321 0.424 0.371
H -5.305 1.423 1.727 0.099 0.104 -0.300 0.117
H -2.216 5.857 0.131 0.253 -0.843 0.290 0.253
H -2.194 4.148 -0.407 0.610 0.147 0.728 0.141
H -1.598 4.640 1.306 0.185 -0.346 -0.186 0.075
C -3.026 1.540 5.031 0.915 0.051 -1.925 0.010
O -3.083 2.978 4.874 0.871 0.019 0.414 -0.344
C -1.878 3.577 4.859 -0.563 0.659 -0.144 0.886
O -0.792 3.034 4.844 -0.817 0.641 0.017 -0.542
O -2.110 4.930 4.831 1.164 -0.934 0.087 -0.379
C -0.894 5.682 4.558 0.586 -1.433 1.159 -0.407
H -3.423 1.264 5.972 -0.527 -0.182 0.885 0.480
H -1.963 1.239 4.948 -0.894 0.025 0.272 -0.202
H -3.589 1.101 4.178 0.282 0.286 0.721 -0.072
H -0.366 5.144 3.792 0.446 0.082 -0.352 0.028
H -0.214 5.832 5.428 -0.661 -0.674 -0.251 0.258
H -1.143 6.648 4.265 -0.935 1.479 -0.778 0.306
C 4.935 2.249 3.478 2.676 1.173 0.572 -1.009
O 3.918 1.464 2.988 -1.572 -0.684 -0.639 0.035
C 4.276 0.475 2.178 -0.201 -0.005 -0.056 0.175
O 5.407 0.147 1.966 0.065 -0.367 -0.335 -0.577
O 3.155 -0.063 1.657 -0.040 1.513 1.502 1.056
C 3.305 -1.154 0.834 -0.502 -1.276 -2.902 -1.099
H 5.616 2.665 2.689 -1.196 0.016 0.338 0.235
H 5.677 1.683 4.053 -0.497 -0.268 0.372 0.371
H 4.480 3.018 4.121 0.231 -0.234 -0.464 0.279
H 3.878 -0.897 -0.079 -0.263 0.096 0.334 0.167
H 2.281 -1.489 0.470 1.242 0.338 0.795 0.041
H 3.876 -1.956 1.267 -0.040 -0.425 0.541 0.295
C 5.378 5.877 1.982 1.168 0.492 0.121 -0.811
O 4.880 4.664 1.421 -0.712 0.590 0.491 -0.211
C 3.511 4.620 1.501 1.158 0.757 -0.767 0.615
O 2.792 5.509 1.887 0.073 -0.792 0.076 -0.561
O 3.189 3.474 0.962 1.418 -0.197 -0.210 -0.024
C 1.866 3.081 0.911 -1.680 0.460 0.394 -0.812
H 4.724 6.149 2.785 -0.276 0.583 0.286 0.376
H 5.449 6.670 1.218 -0.271 -0.304 0.297 0.276
H 6.391 5.766 2.427 -0.599 -0.539 -0.579 0.253
H 1.448 3.101 1.909 -0.197 -0.144 0.396 0.575
H 1.909 2.054 0.578 -0.540 0.081 -0.398 -0.352
H 1.254 3.811 0.336 0.351 -0.840 -0.150 0.599
C -0.574 -0.849 -1.647 0.128 0.802 -1.360 0.455
O -0.592 -1.086 -0.270 -0.044 0.498 0.980 0.757
C -0.631 0.040 0.478 -0.240 -3.684 1.295 0.260
O -0.491 1.145 0.101 0.306 2.322 -0.788 -0.026
O -0.832 -0.383 1.733 0.016 1.204 0.102 0.281
C -0.730 0.737 2.693 1.163 -1.581 -0.729 1.959
H -0.818 -1.741 -2.183 -0.824 -0.688 0.101 -0.043
H 0.448 -0.704 -2.004 0.003 0.898 0.191 -0.024
H -1.298 -0.028 -1.847 0.805 -0.548 -0.476 -0.517
H -1.446 1.467 2.439 -0.832 0.863 -0.109 -0.198
H 0.286 1.122 2.548 -0.282 0.107 0.535 -0.860
H -0.905 0.282 3.662 0.197 0.075 -0.135 -0.821
C -4.066 -1.988 2.208 -0.508 -0.083 -0.199 -0.347
O -5.288 -1.366 1.783 -0.289 0.727 2.058 -0.339
C -5.863 -1.741 0.702 0.604 0.352 -1.174 0.937
O -5.455 -2.648 0.009 -1.085 0.111 -0.500 -0.769
O -6.836 -0.830 0.449 -0.329 -0.628 -0.786 -0.294
C -7.456 -1.019 -0.827 0.407 0.662 -1.551 -0.651
H -3.653 -2.483 1.351 0.600 -0.167 -0.317 0.206
H -4.271 -2.763 2.968 0.174 0.769 -0.047 0.263
H -3.513 -1.104 2.499 0.631 -0.566 0.573 0.075
H -8.429 -0.518 -0.971 0.665 0.044 0.831 0.290
H -7.577 -2.046 -1.018 -0.492 -1.495 0.080 0.368
H -6.795 -0.735 -1.688 -0.234 0.357 0.949 0.137
```
Forces are in eV/Å.

---

# 2
The following is a quantum chemistry calculation of 3 unconnected molecules or ions with the total composition C5H16N2O at a distorted geometry, from the OMol25 dataset.

Computed properties:
**HOMO**: -7.41 eV
**DFT total energy**: -10464.25867 eV
**Max |F|**: 3.29 eV/A

Geometry as XYZ:
```
24
Properties=species:S:1:pos:R:3:forces:R:3:nbo_charge:R:1
C 0.203 -0.699 1.591 -1.020 2.511 1.862 -0.385
N 0.696 0.650 1.494 0.212 -1.764 -0.714 -0.501
C 1.031 0.453 -0.978 -0.948 0.900 0.062 -0.665
C 0.431 1.261 0.197 0.639 -0.279 0.241 -0.052
C -1.063 1.445 0.043 0.471 1.512 0.562 -0.315
N -1.801 0.292 -0.159 0.346 -0.405 -0.002 -0.252
C -3.193 0.541 -0.289 -0.173 -0.286 -0.001 -0.466
H 0.807 -1.331 0.849 1.121 -1.097 -0.915 0.339
H 0.370 -1.072 2.597 0.201 -0.107 0.101 0.198
H -0.883 -0.683 1.361 -0.455 -0.428 -0.940 0.238
H 1.711 0.520 1.570 -0.141 0.669 0.544 0.405
H 1.304 1.159 -1.774 0.027 -0.347 0.103 0.207
H 0.225 -0.201 -1.321 0.481 -0.188 -0.260 0.225
H 1.855 -0.126 -0.593 0.297 0.013 -0.508 0.275
H 0.896 2.250 0.272 -0.128 -0.025 -0.222 0.201
H 2.715 -3.664 -3.078 0.222 0.174 0.161 -0.010
H -1.140 2.229 -0.734 -0.352 -0.397 -0.524 0.238
H -1.449 2.047 0.886 -0.150 -0.113 0.453 0.203
H -3.749 -0.393 -0.375 0.047 0.132 -0.278 0.213
H -3.280 1.175 -1.180 -0.357 -0.209 -0.287 0.220
H -3.665 1.132 0.493 0.129 0.279 0.528 0.200
H 3.199 -3.254 -2.677 -0.230 -0.170 -0.155 0.010
H 2.579 -2.144 1.248 -0.115 -0.156 0.046 0.446
O 2.203 -1.584 0.558 -0.128 -0.221 0.141 -0.971
```
Forces are in eV/Å.

---

# 3
The following is a quantum chemistry calculation of C4H6F2N2 in the gas phase at a distorted geometry, from the OMol25 dataset.

Computed properties:
**HOMO**: -9.27 eV
**Structure (SMILES)**: C=NN1C[C@@H]1C(F)F
**DFT total energy**: -12657.64641 eV
**Max |F|**: 3.47 eV/A

Geometry as XYZ:
```
14
Properties=species:S:1:pos:R:3:forces:R:3:nbo_charge:R:1
C 1.932 -0.272 0.189 -0.419 0.641 0.423 0.569
C 0.532 0.227 0.591 1.276 -1.528 1.015 -0.173
C 0.050 1.428 0.015 -2.223 2.652 0.236 -0.251
C -2.319 -1.068 -0.471 -0.174 0.216 0.886 -0.063
H 2.766 -0.033 0.865 -0.569 0.317 0.283 0.134
H 0.289 -0.058 1.624 -0.252 0.151 -0.584 0.228
H 0.650 1.883 -0.723 0.559 0.548 -0.698 0.218
H -0.658 2.142 0.521 0.927 -1.004 -0.172 0.219
H -1.800 -1.784 -1.091 0.224 0.152 -0.502 0.172
H -3.349 -1.252 -0.214 -0.171 -0.182 0.229 0.178
N -0.545 0.197 -0.463 3.164 -0.487 -0.260 -0.273
N -1.771 -0.053 0.063 -2.179 -0.412 -0.019 -0.275
F 2.295 0.253 -1.007 -0.034 -0.103 -0.491 -0.344
F 1.928 -1.609 0.100 -0.128 -0.960 -0.345 -0.338
```
Forces are in eV/Å.